[1]
Below is a molecular structure, C20H24N2O3SSr, with properties calculated with ωB97M-V with the def2-TZVPD basis set.

XYZ file:
```
51
Properties=species:S:1:pos:R:3:forces:R:3
Sr 0.558 0.987 -0.950 0.280 0.450 -0.095
O 2.635 -0.131 -1.149 -0.145 -0.075 0.169
C 3.120 -1.293 -0.898 0.030 0.004 -0.119
C 4.521 -1.455 -0.703 -0.008 0.021 0.028
C 5.091 -2.678 -0.465 0.012 0.007 0.008
C 4.314 -3.846 -0.416 -0.011 -0.011 -0.002
C 2.961 -3.731 -0.611 0.004 0.014 -0.002
C 2.332 -2.489 -0.833 0.043 -0.028 0.057
C 0.902 -2.536 -1.019 -0.065 -0.021 -0.050
N 0.076 -1.556 -1.054 0.003 -0.023 0.074
C -1.328 -1.849 -1.301 0.022 -0.021 -0.005
C -1.828 -1.013 -2.475 -0.018 0.009 -0.005
N -1.600 0.404 -2.224 -0.063 0.015 -0.038
C -2.521 1.219 -2.586 -0.024 -0.039 -0.007
C -2.548 2.660 -2.492 0.004 0.047 -0.003
C -3.784 3.258 -2.815 0.014 -0.001 0.003
C -3.982 4.614 -2.770 -0.011 -0.005 -0.006
C -2.900 5.428 -2.401 0.006 0.016 0.000
C -1.678 4.889 -2.099 0.028 -0.007 -0.018
C -1.434 3.485 -2.128 0.030 0.034 -0.032
O -0.263 3.035 -1.848 -0.157 -0.250 0.079
H 5.124 -0.557 -0.756 0.006 -0.004 0.000
H 6.163 -2.744 -0.321 0.001 0.001 -0.004
H 4.771 -4.810 -0.243 0.001 0.001 0.002
H 2.339 -4.620 -0.594 0.001 -0.001 0.002
H 0.504 -3.555 -1.132 -0.009 0.006 -0.008
H -1.911 -1.581 -0.412 0.008 0.004 0.001
H -1.489 -2.916 -1.502 -0.035 0.007 -0.010
H -2.889 -1.223 -2.662 0.004 -0.032 0.001
H -1.267 -1.311 -3.367 0.000 0.009 0.001
H -3.436 0.798 -3.027 0.000 -0.008 0.012
H -4.603 2.608 -3.105 -0.002 0.001 0.000
H -4.943 5.044 -3.017 0.001 0.000 0.000
H -3.029 6.503 -2.362 0.001 0.001 0.002
H -0.840 5.519 -1.827 -0.002 0.006 0.003
C 1.378 -0.062 5.234 -0.010 0.006 0.004
C 0.874 0.836 4.115 -0.014 -0.029 0.011
S 1.081 0.097 2.487 0.075 0.008 0.038
O 0.416 1.083 1.553 -0.021 -0.096 -0.095
C -0.050 -1.303 2.594 0.017 -0.024 0.024
C -1.490 -0.931 2.896 0.003 0.011 -0.002
H 1.348 0.479 6.179 0.015 0.001 -0.001
H 2.408 -0.375 5.059 -0.003 -0.007 0.000
H 0.763 -0.954 5.348 -0.007 0.004 -0.002
H 1.456 1.755 4.045 0.001 0.000 0.009
H -0.174 1.114 4.224 -0.014 -0.008 -0.025
H 0.381 -1.995 3.320 0.004 -0.001 0.000
H 0.050 -1.765 1.609 0.002 0.009 0.000
H -1.625 -0.624 3.933 0.003 0.002 0.002
H -2.135 -1.792 2.721 -0.002 0.004 -0.005
H -1.820 -0.119 2.248 0.001 -0.005 0.005
```
Forces are in eV/Å.

As for the multiplicity: 1. For the relative energy (zero: lowest compared OMol25 entry of this formula, charge and spin), the calculation gives 0.0 kcal per mole. As for the highest occupied orbital energy: -7.15 eV. The LUMO energy is 0.23 eV. The calculation puts the total energy at -41925.9516 eV.


[2]
Below is 8 unconnected molecules or ions with the total composition C18H52N17O11PS at a distorted geometry, with properties calculated with ωB97M-V with the def2-TZVPD basis set.

XYZ file:
```
100
Properties=species:S:1:pos:R:3:forces:R:3
C -1.985 0.378 -2.622 0.422 0.076 -0.197
C -0.727 0.308 -3.434 0.248 -0.938 -0.003
O -0.128 -0.735 -3.622 -0.229 0.845 0.282
N -0.269 1.564 -3.963 0.018 -0.461 -0.277
C -0.976 1.767 -5.240 0.032 -0.009 0.149
C 1.172 1.517 -4.200 0.502 0.224 0.122
C 1.955 1.505 -2.888 -0.215 0.017 -0.371
C 2.068 2.908 -2.274 0.321 -0.515 -0.138
C 1.988 2.993 -0.757 -0.100 0.577 -0.557
N 0.857 2.264 -0.157 0.572 -0.143 1.014
C 0.340 3.026 1.022 -0.207 -0.040 -0.441
C -0.640 4.160 0.658 -0.121 -0.459 0.296
O -1.709 4.159 1.610 0.272 0.258 -0.012
C -1.196 4.031 -0.748 -0.452 0.886 0.096
N -2.244 5.041 -0.954 0.453 0.126 0.078
C 1.171 0.973 0.229 0.089 -0.077 -0.545
O 2.246 0.433 0.258 -0.444 0.214 -0.069
O 0.009 0.278 0.586 0.503 0.391 0.666
P 0.211 -0.770 1.824 -0.311 -1.294 -0.162
S 0.296 -2.649 1.405 -0.010 0.286 -0.037
H -1.741 0.913 -1.708 -0.037 0.249 0.124
H -2.311 -0.616 -2.348 -0.129 -0.167 -0.155
H -2.749 0.916 -3.170 -0.233 0.047 0.195
H -2.050 1.785 -5.079 -0.126 0.149 0.003
H -0.645 2.696 -5.692 -0.079 0.210 0.043
H -0.756 0.960 -5.944 0.057 -0.094 -0.075
H 1.458 2.416 -4.747 -0.140 0.114 -0.143
H 1.461 0.664 -4.816 -0.124 -0.155 -0.061
H 1.482 0.774 -2.239 0.024 -0.014 0.178
H 2.946 1.119 -3.114 0.143 -0.101 0.151
H 1.351 3.570 -2.754 -0.297 0.015 0.133
H 3.055 3.288 -2.531 0.022 0.292 -0.023
H 2.955 2.738 -0.331 -0.039 -0.350 0.299
H 1.820 4.039 -0.508 0.103 0.130 0.047
H 1.198 3.413 1.572 0.102 0.122 0.073
H -0.172 2.355 1.705 -0.145 -0.153 -0.097
H -0.151 5.119 0.796 -0.049 0.241 -0.110
H -2.150 3.312 1.531 -0.210 -0.233 0.044
H -0.422 4.249 -1.477 0.201 -0.363 -0.078
H -1.574 3.024 -0.891 0.119 -0.356 -0.187
H -2.295 5.296 -1.927 -0.160 -0.088 -0.163
H -3.144 4.705 -0.659 -0.177 0.025 0.063
H -0.904 -0.460 2.610 0.012 0.285 -0.043
H 1.307 -0.292 2.546 -0.034 0.280 -0.082
N 3.967 6.734 -0.278 0.235 -0.062 -0.007
C 4.785 5.657 -0.429 -0.149 -0.028 0.042
N 5.716 5.482 0.559 -0.007 -0.007 -0.056
O 4.681 4.882 -1.370 0.049 -0.034 0.024
H 4.000 7.378 0.493 -0.198 0.009 0.071
H 3.270 6.870 -0.981 -0.021 -0.007 -0.074
H 6.328 4.693 0.480 0.020 -0.028 -0.024
H 5.810 6.099 1.343 -0.029 0.042 -0.002
N -2.276 -5.613 2.877 -0.058 -0.007 -0.062
C -3.428 -4.902 2.709 0.180 0.039 0.196
N -3.377 -3.950 1.726 -0.073 -0.088 -0.224
O -4.430 -5.100 3.378 0.004 -0.026 -0.118
H -1.443 -5.452 2.339 0.012 0.074 0.019
H -2.272 -6.318 3.587 -0.001 -0.005 0.054
H -4.200 -3.399 1.579 -0.025 0.049 0.063
H -2.562 -3.778 1.161 0.066 0.029 0.048
N -3.949 -6.665 -0.106 -0.052 0.026 -0.102
C -3.055 -6.748 -1.135 -0.002 -0.044 0.054
N -3.018 -7.951 -1.792 -0.007 0.058 0.010
O -2.333 -5.816 -1.445 -0.010 -0.003 0.007
H -4.549 -7.415 0.176 0.015 -0.040 0.004
H -3.990 -5.790 0.386 -0.005 0.015 0.066
H -2.368 -8.038 -2.549 0.037 0.015 -0.020
H -3.600 -8.730 -1.554 -0.024 -0.003 0.030
N 4.631 -5.476 3.528 -0.188 -0.050 0.099
C 3.470 -4.778 3.353 0.234 0.055 -0.088
N 3.495 -3.825 2.374 -0.066 0.042 0.134
O 2.473 -4.993 4.031 -0.041 -0.196 -0.082
H 5.454 -5.320 2.980 -0.003 0.035 -0.042
H 4.647 -6.183 4.249 0.081 -0.112 0.093
H 2.657 -3.290 2.214 -0.028 -0.091 -0.048
H 4.302 -3.638 1.813 0.036 -0.024 -0.003
N -6.058 -1.355 -3.257 -0.024 0.100 -0.005
C -5.806 -0.123 -3.794 -0.015 -0.082 -0.013
N -6.533 0.190 -4.911 0.025 -0.001 0.046
O -4.988 0.642 -3.312 -0.154 0.035 -0.049
H -6.722 -2.001 -3.638 -0.003 -0.010 -0.031
H -5.537 -1.614 -2.442 0.048 -0.021 0.012
H -6.369 1.086 -5.327 0.013 0.034 -0.005
H -7.207 -0.424 -5.324 -0.003 -0.033 0.005
N 3.257 -9.463 6.686 0.049 0.014 -0.035
C 3.448 -8.462 5.770 -0.205 0.018 -0.019
N 2.348 -8.099 5.055 0.235 -0.061 -0.143
O 4.541 -7.936 5.615 0.034 0.103 -0.093
H 2.375 -9.912 6.838 -0.037 0.016 -0.010
H 4.050 -9.747 7.227 0.037 0.004 0.012
H 2.450 -7.341 4.399 -0.124 0.216 0.149
H 1.449 -8.521 5.175 -0.016 -0.007 0.065
N 0.565 8.572 0.344 0.080 0.017 0.096
C 1.272 8.613 1.512 -0.103 -0.056 0.007
N 0.529 8.804 2.640 0.039 0.026 -0.027
O 2.487 8.481 1.550 0.013 0.070 -0.019
H -0.432 8.668 0.296 -0.037 -0.052 0.013
H 1.079 8.440 -0.505 0.014 0.020 -0.039
H 1.020 8.835 3.513 0.025 -0.010 0.022
H -0.467 8.907 2.636 -0.024 -0.024 -0.027
```
Forces are in eV/Å.

As for the multiplicity: 1. As for the highest occupied orbital energy: -8.99 eV. The LUMO energy is 0.36 eV. The calculation puts the total energy at -87495.9903 eV.


[3]
Below is a molecular structure, C6H10N2O, with properties calculated with ωB97M-V with the def2-TZVPD basis set.

XYZ file:
```
19
Properties=species:S:1:pos:R:3:forces:R:3
C 0.346 2.255 0.645 -0.016 -0.129 -0.053
C 0.050 -0.887 1.661 -0.297 -0.262 -0.373
N -0.245 1.028 0.112 0.147 0.015 0.072
C -1.135 0.932 -0.808 0.246 0.028 -0.202
C 0.395 -0.356 0.256 0.068 0.528 -0.408
C -0.700 -1.049 -0.855 -0.171 0.060 0.487
C -0.238 -1.534 -2.017 -0.084 0.231 0.122
N 1.681 -0.275 -0.120 -0.438 0.098 -0.292
O -1.956 1.413 -1.500 0.547 -0.567 0.548
H 2.074 -1.207 -0.230 0.015 0.059 0.212
H -1.639 -1.434 -0.461 -0.086 -0.113 -0.132
H 0.229 2.269 1.729 -0.033 0.058 -0.059
H -0.146 3.118 0.200 0.043 -0.042 0.055
H 1.406 2.231 0.393 -0.061 0.044 -0.018
H 0.607 -0.315 2.404 0.013 0.011 -0.108
H 0.367 -1.929 1.721 -0.006 0.041 0.044
H -1.019 -0.824 1.881 0.032 -0.039 -0.012
H -0.823 -2.200 -2.639 -0.007 0.016 0.007
H 0.746 -1.236 -2.371 0.089 -0.037 0.111
```
Forces are in eV/Å.

As for the multiplicity: 1. For the relative energy (zero: lowest compared OMol25 entry of this formula, charge and spin), the calculation gives 105.9 kcal per mole. As for the highest occupied orbital energy (alpha / beta): -7.25 / -7.26 eV. The LUMO energy (alpha / beta) is -0.87 / -0.87 eV. The calculation puts the total energy at -11407.4953 eV.


[4]
Below is 2 unconnected molecules or ions with the total composition C5H4Cl2IN3O at a distorted geometry, with properties calculated with ωB97M-V with the def2-TZVPD basis set.

XYZ file:
```
16
Properties=species:S:1:pos:R:3:forces:R:3
C -0.263 -1.491 -1.127 2.952 2.539 2.220
C -0.594 -0.343 -1.919 0.673 0.222 -0.588
C -0.831 -0.128 1.257 2.062 0.128 0.186
C 0.868 0.989 -0.792 0.877 2.317 -2.220
C 1.065 -0.155 0.102 -1.140 -1.338 2.363
N 0.685 -1.413 -0.222 -0.166 0.252 -1.389
N 0.015 0.767 -1.917 -1.074 -0.485 0.569
N -0.635 0.338 2.457 1.251 -0.007 1.242
O -1.672 -0.648 0.671 -1.884 -0.220 -1.477
Cl -1.667 -0.646 -3.182 -1.049 -0.222 -0.984
Cl 0.100 2.322 0.186 0.168 0.766 -0.144
I 2.636 -0.017 1.581 -0.301 0.004 -0.708
H -0.555 -2.411 -1.357 -1.643 -3.598 -1.079
H 1.697 1.523 -1.377 -0.142 -0.875 1.966
H 0.340 0.263 2.740 -0.135 0.620 0.095
H -1.188 1.050 2.899 -0.448 -0.101 -0.051
```
Forces are in eV/Å.

As for the multiplicity: 1. For the relative energy (zero: lowest compared OMol25 entry of this formula, charge and spin), the calculation gives 64.1 kcal per mole. As for the highest occupied orbital energy: -8.58 eV. The LUMO energy is -0.50 eV. The calculation puts the total energy at -44910.0601 eV.


[5]
Below is C8H7F3OSe in the gas phase at a distorted geometry, with properties calculated with ωB97M-V with the def2-TZVPD basis set.

XYZ file:
```
20
Properties=species:S:1:pos:R:3:forces:R:3
O 2.443 -2.976 -0.452 -2.004 1.750 1.542
C 1.510 -1.930 0.087 0.681 -1.479 -0.617
Se 0.636 -1.102 -1.557 -0.502 -0.751 1.089
C -0.732 0.084 -0.818 1.546 -1.332 0.390
C -0.649 1.341 -1.300 0.087 0.915 0.656
C -1.471 2.329 -0.750 0.701 1.206 -0.699
C -2.253 2.084 0.309 -2.502 -2.713 0.859
C -2.449 0.660 0.720 2.580 4.059 -2.259
C -1.604 -0.273 0.214 -0.035 1.044 -1.038
C 2.282 -0.856 0.860 0.241 1.821 1.062
F 3.301 -1.257 1.632 -0.363 -0.716 -0.452
F 1.431 -0.205 1.757 0.551 -0.663 -1.494
F 2.829 0.090 0.037 -0.592 -0.648 0.584
H 2.869 -2.570 -1.203 0.419 0.174 -0.462
H 0.796 -2.432 0.809 0.858 0.531 -1.099
H 0.241 1.616 -1.809 0.197 0.242 -1.118
H -1.482 3.365 -1.100 0.516 -0.371 -0.130
H -2.862 2.935 0.634 0.030 -0.744 0.442
H -3.192 0.324 1.308 -2.339 -0.520 2.479
H -1.642 -1.227 0.623 -0.070 -1.805 0.266
```
Forces are in eV/Å.

As for the multiplicity: 1. For the relative energy (zero: lowest compared OMol25 entry of this formula, charge and spin), the calculation gives 0.0 kcal per mole. As for the highest occupied orbital energy: -8.82 eV. The LUMO energy is 0.52 eV. The calculation puts the total energy at -83954.3173 eV.


[6]
Below is a molecular structure, C3H7N3O2 at a distorted geometry, with properties calculated with ωB97M-V with the def2-TZVPD basis set.

XYZ file:
```
15
Properties=species:S:1:pos:R:3:forces:R:3
C -0.870 2.312 0.272 5.045 1.774 -2.619
C -0.132 -0.631 -1.830 0.171 1.076 -0.437
C -0.499 -0.011 0.927 0.323 -2.857 4.457
H -1.896 2.207 0.411 -1.570 -0.692 1.271
H -0.881 2.890 -0.792 0.593 -1.430 2.406
H -0.178 2.995 1.003 -2.250 -1.917 -1.545
H -0.648 -0.568 -2.813 0.133 -0.739 0.248
H -1.526 -0.053 1.138 -1.705 0.474 -0.284
H 1.934 -0.232 0.836 -1.587 -4.410 2.475
H 1.343 -2.281 1.583 1.913 4.118 -0.735
N -0.037 0.985 0.051 -0.926 0.477 -0.602
N 0.033 -0.961 1.694 1.540 3.223 -2.965
N 1.456 -1.113 1.653 -1.447 -0.245 -1.590
O -0.659 0.427 -1.192 -0.358 1.437 -0.217
O 0.746 -1.346 -1.478 0.125 -0.288 0.137
```
Forces are in eV/Å.

As for the multiplicity: 1. For the relative energy (zero: lowest compared OMol25 entry of this formula, charge and spin), the calculation gives 183.6 kcal per mole. As for the highest occupied orbital energy: -8.81 eV. The LUMO energy is 0.81 eV. The calculation puts the total energy at -11783.3534 eV.